1:
{"formula": "C20H55N5O5", "method": "ωB97M-V/def2-TZVPD", "elements": ["C", "C", "C", "O", "C", "N", "H", "H", "H", "H", "H", "H", "H", "H", "H", "H", "H", "C", "C", "C", "O", "C", "N", "H", "H", "H", "H", "H", "H", "H", "H", "H", "H", "H", "C", "C", "C", "O", "C", "N", "H", "H", "H", "H", "H", "H", "H", "H", "H", "H", "H", "C", "C", "C", "O", "C", "N", "H", "H", "H", "H", "H", "H", "H", "H", "H", "H", "H", "C", "C", "C", "O", "C", "N", "H", "H", "H", "H", "H", "H", "H", "H", "H", "H", "H"], "positions_angstrom": [[0.44, -4.07, -1.44], [-0.26, -5.34, -1.05], [-0.67, -6.26, -2.19], [-1.78, -5.70, -2.85], [-2.45, -6.62, -3.69], [0.61, -6.09, -0.06], [-0.38, -3.45, -1.83], [1.30, -4.21, -2.09], [0.79, -3.49, -0.59], [-1.15, -5.11, -0.46], [-0.89, -7.26, -1.81], [0.14, -6.39, -2.93], [-3.34, -6.17, -4.13], [-2.86, -7.42, -3.07], [-1.78, -6.90, -4.50], [0.65, -7.09, -0.19], [0.22, -5.91, 0.85], [2.23, 1.53, -3.75], [1.96, 0.88, -5.12], [0.47, 0.73, -5.40], [0.02, -0.33, -4.58], [-1.31, -0.70, -4.84], [2.73, 1.60, -6.12], [1.61, 2.43, -3.73], [3.29, 1.69, -3.61], [1.90, 0.88, -2.94], [2.35, -0.14, -5.00], [0.27, 0.48, -6.45], [-0.06, 1.68, -5.23], [-1.41, -0.88, -5.91], [-1.99, 0.07, -4.46], [-1.57, -1.59, -4.28], [3.72, 1.43, -6.05], [2.49, 1.30, -7.06], [-2.66, 3.29, 7.24], [-3.51, 2.06, 6.80], [-4.75, 2.45, 6.07], [-5.50, 3.43, 6.78], [-6.30, 2.92, 7.82], [-2.58, 1.17, 6.09], [-3.20, 3.99, 7.87], [-2.33, 3.80, 6.33], [-1.81, 2.98, 7.85], [-3.82, 1.54, 7.71], [-5.32, 1.58, 5.72], [-4.53, 3.04, 5.17], [-6.88, 3.72, 8.27], [-5.69, 2.53, 8.65], [-7.00, 2.13, 7.52], [-2.57, 1.00, 5.10], [-1.66, 1.31, 6.47], [-0.77, -0.35, -1.31], [-1.57, 0.95, -1.17], [-1.06, 1.80, -0.01], [-1.57, 1.26, 1.20], [-1.70, 2.24, 2.21], [-1.34, 1.72, -2.40], [-0.71, -1.04, -0.46], [0.27, -0.17, -1.59], [-1.15, -0.95, -2.14], [-2.65, 0.77, -1.11], [-1.32, 2.85, -0.17], [0.03, 1.81, -0.09], [-0.77, 2.67, 2.57], [-2.18, 1.70, 3.03], [-2.47, 2.99, 1.99], [-0.36, 1.96, -2.50], [-1.63, 1.20, -3.21], [4.24, -0.05, -1.00], [4.11, 0.87, 0.21], [5.30, 1.83, 0.31], [6.33, 1.17, 1.02], [7.42, 1.99, 1.24], [2.85, 1.63, 0.01], [5.01, -0.81, -0.79], [4.59, 0.53, -1.85], [3.28, -0.55, -1.16], [3.96, 0.37, 1.17], [4.97, 2.65, 0.96], [5.62, 2.28, -0.63], [8.00, 2.24, 0.34], [8.19, 1.61, 1.92], [7.14, 2.90, 1.79], [2.05, 1.01, 0.04], [2.76, 2.37, 0.69]], "orbital_gap_ev": 9.6, "homo_ev": -8.829}



2:
{"formula": "C20H55N5O5", "method": "ωB97M-V/def2-TZVPD", "elements": ["C", "C", "C", "O", "C", "N", "H", "H", "H", "H", "H", "H", "H", "H", "H", "H", "H", "C", "C", "C", "O", "C", "N", "H", "H", "H", "H", "H", "H", "H", "H", "H", "H", "H", "C", "C", "C", "O", "C", "N", "H", "H", "H", "H", "H", "H", "H", "H", "H", "H", "H", "C", "C", "C", "O", "C", "N", "H", "H", "H", "H", "H", "H", "H", "H", "H", "H", "H", "C", "C", "C", "O", "C", "N", "H", "H", "H", "H", "H", "H", "H", "H", "H", "H", "H"], "positions_angstrom": [[-9.30, 28.87, 19.33], [-9.72, 28.66, 20.79], [-11.21, 28.96, 21.01], [-11.41, 30.34, 20.67], [-12.75, 30.72, 20.70], [-9.46, 27.33, 21.25], [-9.88, 28.21, 18.68], [-8.29, 28.54, 19.09], [-9.52, 29.89, 19.00], [-9.11, 29.37, 21.35], [-11.47, 28.70, 22.03], [-11.71, 28.27, 20.33], [-12.94, 31.73, 20.32], [-13.13, 30.77, 21.72], [-13.25, 30.10, 19.96], [-8.49, 27.35, 21.53], [-9.82, 27.47, 22.18], [-16.97, 28.88, 18.61], [-16.85, 28.54, 20.10], [-18.11, 28.94, 20.86], [-18.46, 30.32, 20.74], [-19.62, 30.70, 21.50], [-16.90, 27.05, 20.16], [-16.19, 28.37, 18.06], [-16.76, 29.95, 18.53], [-17.95, 28.62, 18.21], [-15.92, 29.02, 20.40], [-17.91, 28.62, 21.88], [-18.91, 28.30, 20.47], [-20.51, 30.15, 21.21], [-19.92, 31.74, 21.53], [-19.47, 30.35, 22.52], [-16.09, 26.66, 19.69], [-17.78, 26.74, 19.77], [-24.40, 31.52, 22.74], [-23.96, 32.90, 22.20], [-22.51, 33.38, 22.55], [-22.25, 33.69, 23.94], [-20.84, 33.79, 24.13], [-23.98, 32.93, 20.75], [-25.47, 31.50, 22.95], [-23.98, 31.30, 23.73], [-24.30, 30.59, 22.18], [-24.60, 33.70, 22.58], [-22.28, 34.38, 22.19], [-21.78, 32.63, 22.27], [-20.64, 34.81, 23.77], [-20.21, 32.97, 23.77], [-20.87, 33.90, 25.21], [-24.95, 32.90, 20.44], [-23.39, 32.21, 20.36], [-19.22, 23.11, 18.38], [-18.31, 24.37, 18.32], [-17.73, 24.54, 16.84], [-17.06, 23.50, 16.35], [-15.87, 23.23, 16.93], [-19.01, 25.59, 18.70], [-19.65, 22.85, 19.34], [-18.64, 22.36, 17.84], [-20.16, 23.22, 17.84], [-17.49, 24.26, 19.02], [-17.05, 25.39, 16.86], [-18.57, 24.74, 16.19], [-15.19, 24.07, 16.80], [-15.41, 22.32, 16.54], [-16.17, 23.03, 17.96], [-19.45, 26.21, 18.03], [-19.82, 25.23, 19.20], [-20.28, 27.12, 25.28], [-20.62, 28.08, 24.10], [-21.78, 27.28, 23.25], [-22.26, 28.15, 22.17], [-23.59, 27.76, 21.88], [-21.07, 29.30, 24.56], [-19.82, 26.17, 24.98], [-21.11, 26.84, 25.92], [-19.69, 27.60, 26.06], [-19.75, 28.28, 23.48], [-22.55, 26.85, 23.89], [-21.39, 26.34, 22.87], [-23.93, 28.33, 21.02], [-24.31, 28.03, 22.65], [-23.63, 26.69, 21.69], [-21.38, 29.69, 23.68], [-21.91, 29.11, 25.08]], "orbital_gap_ev": 9.0, "homo_ev": -8.508}



Stability, descending: 1, 2



1:
{"formula": "CH4ClN2P", "method": "ωB97M-V/def2-TZVPD", "elements": ["C", "N", "N", "P", "Cl", "H", "H", "H", "H"], "positions_angstrom": [[1.54, 0.35, -0.30], [0.36, -0.37, -0.04], [-0.02, -1.44, 0.19], [-2.78, -0.59, -0.02], [-1.76, 1.10, -0.06], [1.34, 1.40, -0.11], [1.78, 0.23, -1.36], [2.39, 0.00, 0.30], [-2.85, -0.68, 1.38]], "orbital_gap_ev": [7.0, 8.0], "homo_ev": [-7.367, -7.637]}



2:
{"formula": "CH4ClN2P", "method": "ωB97M-V/def2-TZVPD", "elements": ["C", "N", "N", "P", "Cl", "H", "H", "H", "H"], "positions_angstrom": [[1.61, 0.25, -0.27], [0.42, -0.58, -0.19], [-0.66, 0.11, -0.14], [-2.12, -0.79, -0.01], [-3.41, 0.73, 0.09], [1.57, 1.31, -0.62], [2.23, -0.24, -1.08], [2.26, 0.22, 0.78], [-1.90, -1.02, 1.45]], "orbital_gap_ev": 9.1, "homo_ev": -9.133}



Stability, descending: 2, 1



1:
{"formula": "C30H21BBr3F8InN3OP", "method": "ωB97M-V/def2-TZVPD", "elements": ["In", "Br", "C", "Br", "H", "H", "C", "C", "C", "C", "C", "C", "N", "N", "C", "C", "C", "C", "C", "N", "H", "H", "H", "H", "H", "H", "H", "H", "H", "F", "C", "C", "F", "C", "F", "C", "P", "C", "C", "C", "C", "C", "C", "C", "C", "C", "C", "C", "C", "C", "Br", "C", "F", "H", "H", "H", "H", "H", "H", "H", "H", "H", "H", "F", "B", "F", "F", "F", "O"], "positions_angstrom": [[-0.92, 0.25, -0.82], [-2.32, -2.41, -1.18], [-3.38, -2.27, 0.42], [-3.05, -0.60, 1.35], [-3.08, -3.07, 1.09], [-4.42, -2.30, 0.16], [2.52, -1.40, -5.52], [2.62, -1.15, -4.17], [1.52, -0.71, -3.45], [0.32, -0.52, -4.11], [0.20, -0.77, -5.48], [1.31, -1.21, -6.18], [-0.80, -0.07, -3.35], [-1.76, 0.33, -4.03], [-2.89, 0.78, -3.30], [-3.97, 1.15, -4.09], [-5.12, 1.63, -3.48], [-5.15, 1.73, -2.10], [-4.03, 1.34, -1.39], [-2.92, 0.87, -1.97], [3.38, -1.75, -6.07], [3.56, -1.31, -3.65], [1.59, -0.44, -2.40], [-0.75, -0.63, -5.98], [1.22, -1.42, -7.24], [-3.87, 1.06, -5.16], [-5.97, 1.92, -4.08], [-6.01, 2.10, -1.57], [-4.01, 1.43, -0.31], [0.38, 5.82, 4.32], [0.38, 4.64, 3.72], [1.10, 3.59, 4.24], [1.81, 3.75, 5.35], [1.08, 2.37, 3.59], [1.80, 1.40, 4.15], [0.36, 2.14, 2.42], [0.48, 0.46, 1.64], [2.27, 0.20, 1.40], [2.84, 0.68, 0.23], [4.20, 0.48, 0.01], [4.97, -0.19, 0.94], [4.39, -0.67, 2.11], [3.04, -0.47, 2.35], [-0.03, -0.66, 2.97], [0.18, -2.02, 2.73], [-0.32, -2.97, 3.61], [-1.03, -2.58, 4.73], [-1.25, -1.23, 4.98], [-0.76, -0.27, 4.10], [-0.38, 3.22, 1.92], [-1.43, 3.19, 0.36], [-0.36, 4.45, 2.57], [-1.06, 5.48, 2.10], [2.19, 1.17, -0.50], [4.65, 0.84, -0.91], [6.02, -0.36, 0.76], [4.99, -1.20, 2.84], [2.60, -0.85, 3.26], [0.73, -2.34, 1.85], [-0.14, -4.02, 3.41], [-1.41, -3.32, 5.42], [-1.80, -0.92, 5.85], [-0.95, 0.78, 4.29], [1.75, -3.21, -1.95], [1.27, -2.98, -0.68], [0.57, -1.67, -0.75], [0.32, -3.92, -0.27], [2.27, -2.84, 0.27], [0.48, 1.43, -1.36]], "orbital_gap_ev": 6.1, "homo_ev": -7.471}



2:
{"formula": "C30H21BBr3F8InN3OP", "method": "ωB97M-V/def2-TZVPD", "elements": ["In", "Br", "C", "Br", "H", "H", "C", "C", "C", "C", "C", "C", "N", "N", "C", "C", "C", "C", "C", "N", "H", "H", "H", "H", "H", "H", "H", "H", "H", "F", "C", "C", "F", "C", "F", "C", "P", "C", "C", "C", "C", "C", "C", "C", "C", "C", "C", "C", "C", "C", "Br", "C", "F", "H", "H", "H", "H", "H", "H", "H", "H", "H", "H", "F", "B", "F", "F", "F", "O"], "positions_angstrom": [[-0.36, 2.89, 0.34], [-3.52, 4.68, 0.35], [-3.00, 5.55, 2.00], [-1.35, 6.52, 1.83], [-2.87, 4.78, 2.76], [-3.78, 6.25, 2.25], [-2.36, -2.59, 2.56], [-3.05, -2.71, 1.36], [-2.99, -1.70, 0.42], [-2.23, -0.56, 0.70], [-1.56, -0.43, 1.90], [-1.61, -1.46, 2.84], [-2.12, 0.55, -0.19], [-2.64, 0.37, -1.30], [-2.52, 1.47, -2.20], [-3.24, 1.36, -3.39], [-3.16, 2.40, -4.30], [-2.38, 3.50, -4.00], [-1.70, 3.51, -2.79], [-1.76, 2.51, -1.91], [-2.42, -3.39, 3.30], [-3.64, -3.59, 1.16], [-3.53, -1.77, -0.51], [-1.01, 0.47, 2.12], [-1.11, -1.33, 3.79], [-3.84, 0.47, -3.56], [-3.71, 2.35, -5.23], [-2.30, 4.34, -4.67], [-1.07, 4.35, -2.51], [4.82, -2.56, 4.51], [4.10, -2.09, 3.51], [4.11, -2.74, 2.29], [4.84, -3.83, 2.11], [3.35, -2.22, 1.26], [3.39, -2.88, 0.09], [2.56, -1.09, 1.39], [1.68, -0.52, -0.12], [2.99, -0.27, -1.35], [3.35, -1.21, -2.30], [4.35, -0.92, -3.21], [4.99, 0.31, -3.18], [4.62, 1.26, -2.24], [3.62, 0.98, -1.32], [0.65, -1.88, -0.68], [0.06, -1.72, -1.94], [-0.78, -2.70, -2.43], [-1.04, -3.84, -1.68], [-0.47, -3.98, -0.42], [0.37, -3.00, 0.08], [2.55, -0.45, 2.64], [1.55, 1.08, 3.08], [3.32, -0.96, 3.67], [3.34, -0.37, 4.87], [2.86, -2.18, -2.32], [4.63, -1.66, -3.96], [5.77, 0.53, -3.90], [5.12, 2.22, -2.22], [3.32, 1.72, -0.60], [0.27, -0.83, -2.53], [-1.23, -2.58, -3.41], [-1.69, -4.61, -2.07], [-0.69, -4.86, 0.18], [0.79, -3.11, 1.07], [-3.43, 1.55, 3.18], [-2.34, 2.26, 3.63], [-1.60, 2.73, 2.43], [-2.71, 3.41, 4.33], [-1.45, 1.47, 4.36], [0.92, 0.75, 0.06]], "orbital_gap_ev": 7.4, "homo_ev": -8.368}



Stability, descending: 2, 1